Version A
Molecular formula: C6H11N
Method: DFT, the ωB97M-V functional and the def2-TZVPD basis

Last column: natural (NBO) charge in e.
CARTESIAN COORDINATES (ANGSTROEM)
C  1.8955  -0.6078  0.0472  -0.6218
C  0.5796  0.1320  0.4290  -0.1813
C  0.6841  1.5384  -0.2224  -0.6226
C  -0.7680  -0.7525  0.0591  -0.3255
C  -2.1601  -0.3652  0.6688  -0.5966
C  -0.8245  -0.6174  -1.3946  0.2904
N  -0.7014  -0.3673  -2.5168  -0.3496
H  2.0825  -1.4900  0.6638  0.2093
H  2.8253  -0.0077  0.1103  0.2193
H  1.8253  -0.9068  -1.0023  0.2184
H  0.5664  0.3246  1.5094  0.2057
H  1.5633  2.0110  0.2353  0.2145
H  -0.1696  2.1960  -0.0280  0.2103
H  0.8435  1.5250  -1.3116  0.2251
H  -0.6665  -1.8396  0.2579  0.2454
H  -2.9944  -1.0094  0.3272  0.2258
H  -2.1453  -0.4501  1.7599  0.2158
H  -2.4480  0.6529  0.3950  0.2175

Calculated values
E_HOMO: -11.2 eV
Frontier orbital gap: 12.150 eV
SMILES: CC(C)[C@@H](C)C#N



Version B
Molecular formula: C6H11N
Method: DFT, the ωB97M-V functional and the def2-TZVPD basis

Last column: natural (NBO) charge in e.
CARTESIAN COORDINATES (ANGSTROEM)
C  2.2272  -0.9416  0.7775  -0.4134
C  1.0647  -0.4278  1.2810  -0.2016
C  0.0098  0.2930  0.4862  -0.1340
C  -0.6350  1.2538  1.4758  -0.6363
C  -0.5365  0.0922  -0.7672  0.2085
C  -0.1807  -1.0475  -1.6354  -0.6567
N  -1.5974  0.7679  -1.4193  -0.8354
H  2.9211  -1.7326  1.2214  0.2082
H  2.6261  -0.7215  -0.3286  0.1963
H  0.7146  -0.6668  2.2635  0.2043
H  -1.3323  0.7364  2.2227  0.2142
H  0.1248  1.7166  2.1784  0.2140
H  -1.0319  2.1479  1.0203  0.2093
H  -1.0665  -1.8043  -1.8566  0.2057
H  0.0585  -0.7105  -2.6627  0.2248
H  0.6724  -1.5535  -1.1159  0.2351
H  -1.8523  1.6967  -1.0368  0.3789
H  -2.3501  0.1841  -1.6773  0.3782

Calculated values
E_HOMO: -7.8 eV
Frontier orbital gap: 8.802 eV
SMILES: C=C/C(C)=C(\C)N



According to the calculations, the structures order from most to least stable as version A, version B.



Version A
Molecular formula: C4H14N
Method: DFT, the ωB97M-V functional and the def2-TZVPD basis

Last column: natural (NBO) charge in e.
CARTESIAN COORDINATES (ANGSTROEM)
C  -1.9055  -1.2874  2.3425  -0.4089
N  -1.5000  -1.3300  0.8690  -0.6812
H  -1.0770  -1.6343  2.9529  0.2421
H  -2.0641  -0.2233  2.5084  0.2421
H  -2.7353  -1.9822  2.4654  0.2486
H  -0.6908  -1.9567  0.8511  0.4462
H  -1.1546  -0.4273  0.5302  0.4501
H  -2.1765  -1.6801  0.1902  0.4505
C  1.5493  -0.2852  -1.1395  -0.6104
C  1.0793  1.0781  -0.5741  -0.3770
C  0.9363  2.1341  -1.6655  -0.6175
H  1.9084  -0.8563  -0.2607  0.1924
H  2.3781  -0.1492  -1.8285  0.2379
H  0.7395  -0.9229  -1.4982  0.1826
H  1.8259  1.2446  0.2038  0.2191
H  0.0801  0.9846  -0.1190  0.1292
H  0.6239  3.1000  -1.2607  0.2209
H  1.9187  2.3210  -2.0781  0.2190
H  0.2646  1.8725  -2.4893  0.2141

Calculated values
E_HOMO: -14.8 eV
Frontier orbital gap: 10.907 eV
Net charge: +1



Version B
Molecular formula: C4H14N
Method: DFT, the ωB97M-V functional and the def2-TZVPD basis

Last column: natural (NBO) charge in e.
CARTESIAN COORDINATES (ANGSTROEM)
C  -0.0540  2.7559  1.1751  -0.6255
C  -1.2267  1.8338  1.5924  -0.6075
H  -0.4984  3.8128  1.0912  0.2202
H  0.4406  2.8174  2.1517  0.2321
H  0.3190  2.3076  0.1286  0.1947
H  -1.4912  1.9402  2.6231  0.2111
H  -0.6480  1.0083  1.5164  0.1701
H  -2.1767  1.8785  0.9801  0.2085
C  0.2108  -1.0756  -0.6760  -0.2223
C  -0.2719  -1.3669  -2.1322  -0.6860
N  1.2907  -2.0615  -0.0582  -0.7381
H  0.8530  -0.1357  -0.6083  0.2213
H  -0.6927  -1.0911  0.1813  0.2452
H  0.6527  -1.1726  -2.6846  0.2339
H  -1.2750  -0.7607  -2.3485  0.2941
H  2.0779  -1.5588  -0.3174  0.4370
H  0.9990  -2.3145  1.0288  0.5017
H  1.2481  -2.8718  -0.7697  0.4555
H  -0.7920  -2.3114  -2.3205  0.2541

Calculated values
E_HOMO: -14.3 eV
Frontier orbital gap: 10.058 eV
Net charge: +1



Version C
Molecular formula: C4H14N
Method: DFT, the ωB97M-V functional and the def2-TZVPD basis

Last column: natural (NBO) charge in e.
CARTESIAN COORDINATES (ANGSTROEM)
C  -0.1161  -1.7029  -0.4510  -0.2259
C  1.1882  -2.2815  0.0446  -0.6457
N  -0.9703  -1.0517  0.6033  -0.6752
H  0.0624  -0.9324  -1.1964  0.2335
H  -0.7165  -2.4551  -0.9577  0.2307
H  1.1502  -2.8316  0.9843  0.2325
H  1.9280  -1.4868  0.1995  0.2333
H  -0.6833  -0.0860  0.7843  0.4572
H  -1.9365  -1.0419  0.2757  0.4467
H  -1.0010  -1.5764  1.4855  0.4434
H  1.6159  -2.8542  -0.7673  0.2620
C  0.6234  2.3697  0.2259  -0.6098
C  -0.7217  2.1907  -0.4802  -0.6206
H  0.7384  3.3875  0.5904  0.2401
H  0.6744  1.7291  1.1173  0.1737
H  1.4446  2.0629  -0.4242  0.2149
H  -0.9433  1.1653  -0.7578  0.1474
H  -0.8252  2.7595  -1.4066  0.2397
H  -1.5117  2.6356  0.1303  0.2220

Calculated values
E_HOMO: -15.5 eV
Frontier orbital gap: 11.865 eV
Net charge: +1



According to the calculations, the structures order from most to least stable as version C, version A, version B.



Version A
Molecular formula: C3H5N3O3
Method: DFT, the ωB97M-V functional and the def2-TZVPD basis

Last column: natural (NBO) charge in e.
CARTESIAN COORDINATES (ANGSTROEM)
N  0.9995  0.3980  1.4243  -0.9179
C  0.6632  -0.4785  0.3389  0.6994
O  1.0831  -1.6380  0.3274  -0.5227
C  -0.7192  -0.1962  -0.2034  0.1893
N  -1.1782  -0.7560  -1.3642  -0.4435
C  -2.4113  -0.3660  -1.3828  0.3497
O  -2.7556  0.3218  -0.2996  -0.2666
N  -1.6528  0.3692  0.5088  -0.1293
H  0.7072  0.0628  2.3376  0.4177
H  0.7680  1.3870  1.3857  0.3921
H  -3.1962  -0.6003  -2.0974  0.2117
O  2.3704  0.5791  -0.7025  -0.9603
H  2.2577  1.0048  0.4091  0.4973
H  3.0642  -0.0878  -0.6820  0.4830

Calculated values
E_HOMO: -10.6 eV
Frontier orbital gap: 10.809 eV
SMILES: NC(=O)c1ncon1.O



Version B
Molecular formula: C3H5N3O3
Method: DFT, the ωB97M-V functional and the def2-TZVPD basis

Last column: natural (NBO) charge in e.
CARTESIAN COORDINATES (ANGSTROEM)
H  2.7244  -0.9740  -1.0346  0.3506
N  2.3263  0.0325  -0.8889  -0.6627
C  1.1101  -0.0276  -0.6621  0.6598
O  0.5653  1.3153  -0.4287  -0.4660
C  -0.6047  1.2228  0.2217  0.8384
O  -1.2863  2.1524  0.5556  -0.5363
N  -0.7362  -0.1752  0.5808  -0.0402
O  -2.0339  -0.6924  0.5227  -0.5071
N  0.1913  -0.8784  -0.1347  -0.3276
C  0.6416  -2.1727  0.1489  -0.4504
H  -2.3896  -0.3233  -0.2538  0.4597
H  1.4809  -2.6569  -0.5069  0.2441
H  -0.2630  -2.8956  0.2386  0.2359
H  1.1353  -2.3400  1.2085  0.2018

Calculated values
E_HOMO: -9.5 eV
Frontier orbital gap: 9.848 eV
SMILES: [H]/N=c1/oc(=O)n(O)n1C



According to the calculations, the structures order from most to least stable as version A, version B.



Version A
Molecular formula: C11H15NO
Method: DFT, the ωB97M-V functional and the def2-TZVPD basis

Last column: natural (NBO) charge in e.
CARTESIAN COORDINATES (ANGSTROEM)
C  0.6682  3.6752  1.1780  -0.2589
O  0.2622  2.6594  0.3950  -0.5156
C  0.0762  1.3589  0.9159  0.3261
C  0.0369  1.2475  2.3061  -0.3022
C  -0.2322  0.1225  2.9775  -0.1978
C  -0.6109  -0.9906  2.1958  -0.2316
C  -0.3647  -0.9641  0.8374  -0.0027
C  0.0781  0.1705  0.1419  -0.0675
C  0.2882  0.2011  -1.3662  -0.4302
C  0.4118  -1.1841  -1.9942  -0.0296
N  0.4092  -1.3245  -3.4825  -0.8859
C  -0.7569  -1.9600  -1.4528  -0.4179
C  -0.7094  -2.1907  -0.0123  -0.4273
H  1.4387  3.2622  1.8117  0.1866
H  1.3419  4.3730  0.5370  0.1861
H  -0.1563  4.2978  1.5981  0.1817
H  0.0010  2.2515  2.7513  0.2223
H  -0.1222  -0.0331  4.0450  0.2212
H  -1.3256  -1.9069  2.3589  0.2152
H  -0.5646  0.6471  -1.6738  0.2143
H  1.0452  0.9592  -1.7343  0.2244
H  1.3720  -1.5453  -1.4728  0.1576
H  0.0586  -2.3682  -3.5984  0.3672
H  1.2368  -0.9897  -4.1908  0.4011
H  -0.8397  -2.8625  -2.2158  0.1988
H  -1.6692  -1.3846  -1.7757  0.2175
H  -1.6176  -2.6875  0.5285  0.2276
H  0.2443  -2.8343  0.3915  0.2196

Calculated values
E_HOMO: -8.3 eV
Frontier orbital gap: 9.242 eV
SMILES: COc1cccc2c1C[C@H](N)CC2



Version B
Molecular formula: C11H15NO
Method: DFT, the ωB97M-V functional and the def2-TZVPD basis

Last column: natural (NBO) charge in e.
CARTESIAN COORDINATES (ANGSTROEM)
C  -4.0627  -0.4669  0.1512  -0.3087
C  -1.6771  -0.0625  0.1784  0.3056
C  -1.5526  -1.3696  0.1178  -0.3570
C  -0.2007  -1.7964  -0.1704  -0.1549
C  0.8188  -0.9962  -0.2991  -0.1039
C  2.2431  -1.2230  -0.6783  -0.4321
C  2.9689  0.1218  -0.0324  -0.0386
C  1.9349  1.1136  -0.5459  -0.4692
C  0.6092  0.3919  -0.0787  0.0286
C  -0.6694  0.9585  -0.0427  -0.0410
C  -0.9449  2.3613  -0.2797  -0.6323
H  -4.9813  0.1312  -0.3571  0.2134
H  -3.4244  -1.1808  -0.8473  0.2107
H  -4.4137  -1.1294  1.0312  0.2048
H  -2.1093  -2.2144  0.6240  0.2457
H  -0.1270  -2.9415  -0.2895  0.1955
H  2.1270  -1.3501  -1.8910  0.2123
H  2.6533  -2.2630  -0.4314  0.2277
H  3.9237  0.1391  -0.4332  0.1906
H  4.1193  0.7744  1.1602  0.3585
H  2.7780  0.1516  1.9925  0.3546
H  2.1846  2.1577  -0.2615  0.2135
H  1.9022  1.1006  -1.6187  0.2253
H  -1.2779  2.6435  -1.2719  0.2260
H  -0.0192  2.8003  -0.1312  0.2175
H  -1.8619  2.6635  0.4822  0.2338
N  3.5264  0.0094  1.3044  -0.7998
O  -2.8704  0.5321  0.3989  -0.5268

Calculated values
E_HOMO: -8.1 eV
Frontier orbital gap: 8.939 eV



According to the calculations, the structures order from most to least stable as version A, version B.



Version A
Molecular formula: CH10NO4
Method: DFT, the ωB97M-V functional and the def2-TZVPD basis

Last column: natural (NBO) charge in e.
CARTESIAN COORDINATES (ANGSTROEM)
N  1.6338  1.0413  -1.4193  -0.8754
C  0.4298  1.0273  -0.4917  0.1122
O  -0.2182  -0.1721  -0.3578  -0.9674
H  2.1828  0.3836  -0.8641  0.3308
H  1.3368  0.3475  -2.1655  0.3287
H  0.9839  1.4342  0.3840  0.0924
H  -0.2284  1.7903  -0.9448  0.0964
H  -0.2143  -0.1377  2.5890  0.4470
H  -0.1345  -0.7187  1.1536  0.5080
O  -0.1932  -0.9807  2.1304  -1.0281
H  -2.7139  0.1325  0.8665  0.4937
H  -3.6104  1.1833  0.4355  0.4522
O  -3.2144  0.8697  1.2584  -0.9486
H  0.8484  -1.5080  -1.0791  0.5058
H  1.6419  -2.4242  -0.2783  0.4562
O  1.4697  -2.2682  -1.2167  -1.0039

Calculated values
E_HOMO: -4.4 eV
Frontier orbital gap: 8.310 eV
Net charge: -1



Version B
Molecular formula: CH10NO4
Method: DFT, the ωB97M-V functional and the def2-TZVPD basis

Last column: natural (NBO) charge in e.
CARTESIAN COORDINATES (ANGSTROEM)
N  -1.0268  0.8007  1.2629  -0.9137
C  -1.3078  -0.6854  1.0414  0.1008
O  -0.0936  -1.1748  0.4257  -0.9863
H  -1.5529  1.4482  0.5419  0.3358
H  -0.0607  1.0242  1.3008  0.3649
H  -2.1803  -0.9175  0.4344  0.1267
H  -1.3163  -1.2091  1.9832  0.1256
H  1.6816  0.4113  -1.2738  0.4467
H  0.4522  -0.5536  -0.8125  0.5192
O  0.9463  -0.1056  -1.7127  -1.0684
H  -0.0522  0.9265  -2.7111  0.5023
H  -1.1500  1.7840  -3.0705  0.4393
O  -0.3984  1.3816  -3.4593  -0.9752
H  1.6487  -0.7183  1.4612  0.5007
H  2.1282  -1.6364  2.4387  0.4539
O  2.2820  -0.7760  2.1497  -0.9723

Calculated values
E_HOMO: -4.0 eV
Frontier orbital gap: 8.018 eV
Net charge: -1



According to the calculations, the structures order from most to least stable as version A, version B.